No. 1
{"formula": "C7H8", "method": "ωB97M-V/def2-TZVPD", "smiles": "C=C1C=C[C@@H]2C[C@H]12", "largest_force_ev_per_a": 4.95, "relative_energy_kcal_mol": 72.55, "species": ["C", "C", "C", "C", "C", "C", "C", "H", "H", "H", "H", "H", "H", "H", "H"], "positions_angstrom": [[1.698934, -0.880007, -1.050757], [0.749311, -0.717004, -0.090474], [-0.477829, -1.474591, 0.065693], [-1.436610, -0.636921, 0.500205], [-0.987846, 0.702032, 0.745067], [-0.358112, 1.551354, -0.276438], [0.496703, 0.621408, 0.575554], [1.895538, -1.806453, -1.477705], [2.339524, 0.121565, -1.175911], [-0.452846, -2.540044, 0.041450], [-2.315820, -0.992505, 0.853728], [-1.591220, 1.185657, 1.490031], [-0.392949, 2.595519, -0.118819], [-0.425862, 1.222992, -1.301913], [1.259085, 1.046998, 1.220290]], "forces_ev_per_a": [[0.3430, 4.0945, 2.7566], [0.8442, 1.0173, -1.8726], [0.0118, 0.3356, 1.1657], [2.0421, -2.0152, -1.2890], [-0.4555, 0.5348, 1.1849], [0.4399, -1.1917, -1.2280], [0.6051, 1.1403, -0.3396], [0.3650, -1.1978, -1.1813], [-0.9104, -2.8440, -0.1210], [-0.5965, -0.5574, -0.4574], [-2.9622, -0.8020, 0.6120], [0.4819, 0.4551, 0.6491], [0.2325, 0.8847, 0.2585], [-0.1787, 0.1986, -0.2483], [-0.2622, -0.0527, 0.1105]], "lowdin_charge": [0.06, -0.29, -0.04, -0.05, -0.26, -0.05, -0.18, 0.03, 0.12, 0.10, 0.08, 0.14, 0.09, 0.11, 0.14]}



No. 2
{"formula": "C7H8Br2N2O4", "method": "ωB97M-V/def2-TZVPD", "largest_force_ev_per_a": 5.36, "relative_energy_kcal_mol": 0.00, "species": ["C", "C", "C", "C", "C", "C", "C", "N", "N", "O", "O", "O", "O", "Br", "Br", "H", "H", "H", "H", "H", "H", "H", "H"], "positions_angstrom": [[2.294695, 0.450511, -2.741344], [-1.345991, -0.038838, 2.450943], [-3.246762, -0.723808, 0.597576], [2.168521, 0.147163, -1.375075], [0.743388, -0.082358, -0.803123], [-1.153736, 0.326462, 1.108871], [0.739106, -0.278642, 0.707045], [2.444278, 0.771003, -3.844834], [-1.360976, -0.079251, 3.622764], [2.715371, 1.331909, -0.574634], [0.210110, -1.069049, -1.597962], [1.411279, 0.456944, 1.576286], [-1.910755, -0.401881, 0.179338], [-1.246464, 2.213372, 0.753276], [0.802645, -2.207717, 1.174149], [-4.031814, 0.167361, 0.545182], [-3.350529, -1.157567, 1.683713], [-3.432731, -1.619388, -0.022943], [2.930712, -0.696291, -1.023095], [0.156408, 0.870331, -0.948856], [3.241056, 1.884313, -1.230292], [-0.767487, -1.343724, -1.362198], [1.989675, 1.079146, 1.125213]], "forces_ev_per_a": [[-0.0573, 0.4725, -3.0438], [0.0627, 0.7297, 4.2031], [-1.5770, -0.4842, 1.2377], [2.3862, -0.2767, 4.7935], [0.0922, 1.8391, -0.9442], [2.2422, -2.1233, -2.9855], [-3.6753, -0.3459, 1.0139], [-0.1568, -0.3851, 1.3355], [-0.0858, -0.3598, -2.5880], [0.2374, -0.0738, -2.4475], [-2.6739, -1.8968, 0.3038], [0.5203, -0.1269, 0.0154], [-0.3797, 0.6158, 1.3884], [-0.0052, 0.0372, 0.3305], [-0.0579, 0.8441, -0.1061], [1.8237, -1.8481, -0.3755], [0.7420, 1.0548, -1.7626], [-0.7533, 0.8629, 0.0066], [-1.9299, 1.2416, -1.1785], [0.8359, -0.5392, 0.0310], [-0.9351, -0.8750, 1.3808], [2.9059, 1.2575, -0.2263], [0.4387, 0.3797, -0.3825]], "lowdin_charge": [-0.17, -0.31, -0.09, -0.23, -0.43, -0.79, -0.69, 0.20, 0.22, -0.08, -0.06, -0.02, -0.27, 0.86, 0.80, 0.13, 0.12, 0.09, 0.21, 0.11, 0.13, 0.16, 0.09]}



No. 3
{"formula": "C7H8Br2NOP", "method": "ωB97M-V/def2-TZVPD", "smiles": "[H]/N=C1\\C=CC(C)=C[C@@H]1OP(Br)Br", "largest_force_ev_per_a": 3.16, "relative_energy_kcal_mol": 0.00, "species": ["C", "C", "C", "C", "C", "C", "C", "N", "O", "P", "Br", "Br", "H", "H", "H", "H", "H", "H", "H", "H"], "positions_angstrom": [[1.235555, -0.263141, -0.224218], [-0.942171, 0.697851, 0.094653], [1.904427, 0.847183, 0.524938], [-0.457999, 1.444971, 1.129932], [-0.069167, -0.246649, -0.589495], [0.969364, 1.567817, 1.411521], [-0.573160, -1.172360, -1.690100], [1.444896, 2.328262, 2.338718], [3.052921, 0.358504, 1.303849], [4.618013, 0.346608, 1.046822], [4.951848, 1.353412, -0.899621], [4.766733, -1.915939, 0.459652], [1.801115, -1.138892, -0.563850], [-1.986467, 0.718876, -0.319897], [2.219879, 1.709796, -0.188925], [-1.038455, 2.156764, 1.678213], [-0.222794, -0.511707, -2.515475], [-0.131126, -2.150816, -1.895948], [-1.673382, -1.396956, -1.785668], [0.718571, 2.873097, 2.666983]], "forces_ev_per_a": [[-0.3803, -0.9460, -1.0399], [-0.5669, 0.6561, -0.0126], [1.0316, -0.1431, -0.7338], [-0.5064, -0.0058, -1.8761], [1.2350, -0.9807, 1.1779], [0.1091, 0.6552, 1.9687], [-0.5729, 0.8886, -1.0201], [1.4545, -1.7644, -2.1793], [-1.1277, 1.0087, -0.7577], [0.0441, -1.0753, 0.3865], [-0.1518, 0.0587, -0.3051], [0.1404, 0.6341, -0.0478], [0.3357, 0.7054, 0.0674], [0.9150, 0.2180, 1.0834], [-0.0137, -1.6493, 0.7779], [-0.6876, 0.0638, 0.1961], [-0.8832, -0.8449, -0.3708], [0.6259, 0.2812, 0.7553], [0.9664, 0.8803, 0.4366], [-1.9671, 1.3593, 1.4935]], "lowdin_charge": [0.00, -0.01, -0.30, -0.01, -0.28, -0.33, -0.05, 0.18, -0.53, 0.24, 0.23, 0.10, 0.11, 0.13, 0.15, 0.10, 0.10, 0.08, 0.09, 0.02]}



No. 4
{"formula": "C7H8BrFNS", "method": "ωB97M-V/def2-TZVPD", "total_charge": 1, "smiles": "F/C=C/C(Br)=C\\C1=C[NH2+]CS1", "largest_force_ev_per_a": 1.18, "relative_energy_kcal_mol": 0.00, "species": ["C", "C", "C", "C", "C", "C", "C", "N", "F", "S", "Br", "H", "H", "H", "H", "H", "H", "H", "H"], "positions_angstrom": [[-1.944145, 1.088762, -0.444801], [-1.173149, -1.242599, -0.117011], [-2.155463, -0.316016, -0.169365], [-2.535187, 2.073676, 0.221252], [2.714011, -1.294546, 0.339433], [0.228622, -0.963898, -0.132897], [0.892030, 0.205847, -0.072951], [2.363061, 0.080497, -0.090354], [-2.263984, 3.335655, -0.067039], [1.305021, -2.364064, -0.149876], [-3.938264, -0.877630, 0.134495], [-1.267593, 1.335020, -1.250916], [-1.435329, -2.280598, 0.018693], [3.628351, -1.652236, -0.129875], [2.811340, -1.332580, 1.427236], [-3.232257, 1.966955, 1.043782], [0.490513, 1.195591, -0.045433], [2.791283, 0.780902, 0.527946], [2.721138, 0.261271, -1.042323]], "forces_ev_per_a": [[-0.1710, 0.2751, 0.0063], [-0.9892, 0.0912, -0.0395], [0.0871, -0.5705, 0.1756], [0.0157, -0.1760, 0.0586], [-0.1815, -1.1259, 0.2931], [1.0800, 0.4539, 0.1482], [-0.4576, -0.3077, 0.0365], [0.1016, 0.3407, -0.3755], [0.0187, 0.1759, -0.0695], [0.3684, 0.3620, -0.0786], [0.2921, 0.0473, -0.0449], [0.1114, 0.0844, -0.0743], [-0.1279, -0.0622, 0.0220], [-0.0252, 0.2143, 0.0033], [-0.0122, 0.2654, -0.1741], [-0.0284, -0.0479, -0.0642], [0.0418, 0.2561, 0.0649], [-0.0583, -0.2120, -0.1471], [-0.0655, -0.0641, 0.2591]], "lowdin_charge": [-0.14, -0.18, -0.64, -0.13, -0.35, -0.51, -0.08, 0.02, 0.07, 1.03, 0.85, 0.13, 0.10, 0.10, 0.11, 0.13, 0.11, 0.19, 0.19]}



No. 5
{"formula": "C7H8BrNO2", "method": "ωB97M-V/def2-TZVPD", "largest_force_ev_per_a": 4.14, "relative_energy_kcal_mol": 89.67, "species": ["C", "C", "C", "C", "C", "C", "C", "N", "O", "O", "Br", "H", "H", "H", "H", "H", "H", "H", "H"], "positions_angstrom": [[0.050249, 1.904444, 1.196727], [-0.560248, 2.455043, 0.076024], [0.052113, 0.540374, 1.315564], [-1.224554, 1.634727, -0.842868], [-0.507423, -0.205378, 0.283726], [1.885153, -1.236284, -1.155064], [-0.588454, -1.656020, 0.314621], [-1.129527, 0.296051, -0.824726], [-1.281292, -2.249716, -0.721746], [-0.061032, -2.406866, 1.234803], [2.833867, 0.112581, -0.181375], [0.335554, 2.698146, 1.800248], [-0.468243, 3.554220, 0.095019], [0.464914, 0.113329, 2.167954], [-1.766402, 1.968094, -1.605766], [1.272643, -0.716174, -1.771580], [2.479405, -2.016415, -1.373108], [-1.112151, -1.636982, -1.439064], [-0.674568, -3.153173, 1.430604]], "forces_ev_per_a": [[-1.3777, -0.6310, -2.1902], [-0.3154, 0.6378, 0.0002], [-0.1173, 1.2329, -0.1028], [2.8337, -1.6243, 2.5024], [-0.7156, -2.3195, -0.3571], [0.3385, 2.5378, 3.0355], [-0.3263, 2.0692, -2.7268], [0.2540, 1.3244, 1.2014], [1.1170, -0.5495, 1.8776], [-0.5185, -1.5358, 1.5070], [0.0506, -0.6298, -0.2151], [1.2659, 0.3592, 2.0092], [-0.7679, -0.6215, -0.8778], [0.5892, -1.1137, 1.2223], [-2.0493, 1.7959, -3.1193], [-1.9250, 0.8043, -2.0885], [1.6095, -2.7235, -0.8154], [-0.6101, 0.5471, -0.6780], [0.6648, 0.4401, -0.1845]], "lowdin_charge": [-0.10, -0.07, -0.08, -0.10, -0.28, -0.40, -0.38, 0.10, 0.07, 0.12, 0.64, 0.09, 0.11, 0.09, 0.06, -0.06, -0.05, 0.08, 0.16]}



No. 6
{"formula": "C7H8Cl2F2N2O2S", "method": "ωB97M-V/def2-TZVPD", "smiles": "O=S(=O)(F)N(F)c1ccncc1.ClCCCl", "largest_force_ev_per_a": 8.69, "species": ["O", "S", "O", "F", "N", "F", "C", "C", "C", "N", "C", "C", "H", "H", "H", "H", "Cl", "C", "C", "Cl", "H", "H", "H", "H"], "positions_angstrom": [[-1.302694, -2.878528, -0.132837], [-2.360300, -1.785216, -0.415997], [-2.881578, -1.171982, 0.929678], [-3.750434, -2.553374, -1.131732], [-1.804521, -0.538827, -1.552888], [-2.407135, -0.786635, -2.740441], [-0.315482, -0.703591, -1.744941], [0.839786, 0.214305, -0.982864], [2.450822, 0.047399, -1.125453], [3.013513, -1.017767, -2.001410], [2.024680, -1.858373, -2.731535], [0.395494, -1.850407, -2.735532], [0.447604, 1.066034, -0.253962], [3.160856, 0.744035, -0.506780], [2.507762, -2.705737, -3.423999], [-0.285428, -2.602275, -3.351175], [2.016381, 1.671901, 2.630463], [0.665219, 2.660038, 3.238404], [-0.686053, 2.025229, 2.950674], [-1.072549, 2.022553, 1.211936], [0.745352, 3.656189, 2.791830], [0.806687, 2.759686, 4.318680], [-1.477347, 2.593272, 3.449543], [-0.730635, 0.992074, 3.310338]], "forces_ev_per_a": [[-4.0420, 4.0453, -2.2009], [0.0636, -3.9497, 7.7364], [1.7207, -1.6596, -6.3546], [2.9965, 1.9612, 0.8226], [2.5721, -0.2111, 1.0315], [-0.5730, -0.2268, -1.1700], [6.6884, -1.0748, -1.0049], [-0.2322, -1.1366, -0.9816], [-3.5576, -2.9876, -2.2599], [-5.5777, 1.0631, 0.7060], [-1.5830, 0.8354, 0.7363], [1.4842, 2.9934, 2.8654], [1.0176, -2.1616, -1.7864], [-1.5421, -1.6018, -1.4609], [-1.0916, 2.2154, 1.7931], [1.8900, 1.7510, 1.3975], [0.0055, -0.0238, -0.0843], [-0.2723, 0.2162, 0.1146], [0.0839, -0.0218, 0.4065], [-0.2004, 0.1668, 0.1540], [-0.0327, -0.2772, 0.0062], [-0.0797, -0.0993, -0.1697], [0.1843, -0.0274, -0.1130], [0.0775, 0.2114, -0.1840]], "lowdin_charge": [-0.32, 0.92, -0.34, -0.24, -0.18, -0.04, -0.15, 0.03, -0.07, -0.02, -0.11, 0.04, -0.01, 0.11, 0.11, 0.11, 0.54, -0.66, -0.63, 0.60, 0.07, 0.07, 0.08, 0.08]}



no.,energy (eV)
1,-7385.6011
2,-158639.4510
3,-160299.6148
4,-92465.3119
5,-83012.0505
6,-55767.4829